Record 1
{"formula": "C8H10O2S2", "method": "wB97M-V/def2-TZVPD", "relative_energy_kcal_mol": 70.1, "charge": 0, "e_tot_ha": -1257.5820, "e_homo_ev": -9.230, "homo_lumo_gap_ev": 9.6, "symbols": ["C", "C", "C", "C", "C", "C", "C", "C", "O", "O", "S", "S", "H", "H", "H", "H", "H", "H", "H", "H", "H", "H"], "coordinates": [[1.14, 0.89, 0.28], [-1.36, 0.96, 0.51], [2.17, 1.57, 0.69], [-0.14, 1.60, -0.13], [0.96, -0.49, -0.03], [-1.47, -0.50, 0.24], [2.21, -1.35, -0.31], [-2.81, -1.12, 0.21], [-2.26, 1.59, 0.96], [-0.59, -0.08, -2.39], [-0.18, -1.42, 1.14], [-0.42, -0.95, -1.29], [2.97, 1.12, 1.25], [2.21, 2.60, 0.79], [-0.13, 2.60, 0.05], [-0.20, 1.46, -1.22], [1.91, -2.37, -0.40], [2.76, -1.29, 0.56], [2.72, -1.13, -1.20], [-3.02, -1.98, 0.79], [-2.94, -1.42, -0.97], [-3.52, -0.27, 0.47]], "nbo_charge": [-0.0385, 0.5784, -0.3609, -0.5566, -0.2932, -0.4290, -0.6260, -0.6489, -0.5078, -0.9515, 0.2427, 1.3085, 0.1973, 0.2046, 0.2304, 0.2736, 0.2208, 0.2157, 0.2286, 0.2372, 0.2186, 0.2563]}

Record 2
{"formula": "HNO3S", "method": "wB97M-V/def2-TZVPD", "relative_energy_kcal_mol": 67.7, "charge": 0, "e_tot_ha": -679.0440, "e_homo_ev": [-10.679, -10.680], "homo_lumo_gap_ev": [9.5, 9.5], "symbols": ["N", "O", "O", "O", "S", "H"], "coordinates": [[0.75, 0.63, 0.36], [-1.84, 0.19, 0.78], [-0.46, -1.60, -0.29], [0.03, 0.76, -0.90], [-0.67, -0.25, 0.09], [2.19, 0.27, -0.04]], "nbo_charge": [-0.5187, -0.8241, -0.8619, -0.5514, 2.3908, 0.3654]}

Record 3
{"formula": "C8H17BF5NO10S2Zr", "method": "wB97M-V/def2-TZVPD", "relative_energy_kcal_mol": 8.8, "charge": -2, "e_tot_ha": -2489.7118, "e_homo_ev": 0.720, "homo_lumo_gap_ev": 3.4, "symbols": ["Zr", "N", "S", "O", "O", "F", "S", "O", "O", "F", "B", "H", "H", "H", "H", "O", "C", "C", "O", "H", "H", "H", "H", "O", "C", "C", "O", "H", "H", "H", "H", "C", "C", "O", "C", "O", "C", "F", "F", "F", "H", "H", "H", "H", "H"], "coordinates": [[0.41, -0.04, 0.46], [0.10, 2.01, 0.64], [-1.17, 2.90, 1.07], [-1.72, 3.81, 0.11], [-1.25, 3.19, 2.48], [-2.22, 1.70, 0.93], [1.23, 3.30, 0.63], [2.49, 3.01, 1.21], [0.82, 4.68, 0.70], [1.44, 3.15, -0.93], [-0.80, -0.63, 2.29], [-1.37, -0.73, 1.32], [-1.50, -0.78, 3.20], [0.06, -1.35, 2.24], [-0.51, 0.46, 2.22], [0.34, -2.11, -0.33], [1.08, -2.32, -1.50], [1.96, -1.03, -1.94], [1.86, 0.19, -1.20], [0.54, -2.80, -2.32], [1.88, -3.04, -1.25], [1.78, -0.66, -2.96], [3.01, -1.35, -1.95], [4.90, 0.02, 2.93], [4.30, -1.16, 2.56], [2.84, -0.99, 2.07], [2.27, 0.29, 1.73], [4.32, -1.93, 3.36], [4.88, -1.57, 1.70], [2.13, -1.24, 2.89], [2.53, -1.69, 1.27], [-3.21, -1.83, -0.65], [-3.85, -0.49, -0.92], [-3.24, 0.21, -2.01], [-1.99, 0.52, -1.97], [-1.28, 0.20, -1.06], [-1.40, 1.19, -3.21], [-1.24, 0.27, -4.15], [-2.25, 2.12, -3.68], [-0.28, 1.78, -2.93], [-3.37, -2.49, -1.52], [-3.69, -2.39, 0.16], [-2.13, -1.89, -0.55], [-3.81, 0.15, -0.03], [-4.90, -0.63, -1.15]], "nbo_charge": [2.1417, -1.2132, 2.4785, -0.9031, -0.8841, -0.5178, 2.4373, -0.7915, -0.8824, -0.4900, -0.6619, -0.0230, 0.0304, 0.0675, 0.0047, -0.8861, -0.0798, -0.0878, -0.8568, 0.1269, 0.1466, 0.1305, 0.1514, -0.9574, -0.0485, -0.0687, -0.8525, 0.0726, 0.0606, 0.1158, 0.1192, -0.6634, -0.0810, -0.4536, 0.7586, -0.5763, 0.9114, -0.3062, -0.3226, -0.2544, 0.1937, 0.2256, 0.2834, 0.2158, 0.1897]}

Record 4
{"formula": "C5H32O15", "method": "wB97M-V/def2-TZVPD", "relative_energy_kcal_mol": 0.0, "charge": -1, "e_tot_ha": -1338.2574, "multiplicity": 2, "e_homo_ev": [-6.871, -6.859], "homo_lumo_gap_ev": [9.0, 3.8], "symbols": ["O", "C", "O", "C", "C", "C", "C", "O", "H", "H", "H", "H", "H", "H", "H", "H", "H", "H", "O", "H", "H", "O", "H", "H", "O", "H", "H", "O", "H", "H", "O", "H", "H", "O", "H", "H", "O", "H", "H", "O", "H", "H", "O", "H", "H", "O", "H", "H", "O", "H", "H", "O"], "coordinates": [[1.35, 1.57, -2.94], [1.59, 1.41, -1.75], [1.46, 2.23, -0.81], [2.31, 0.04, -1.40], [1.15, -0.66, -0.55], [1.06, -2.17, -0.98], [-0.08, -2.89, -0.33], [0.07, -2.90, 1.13], [2.56, -0.58, -2.26], [3.33, 0.08, -1.01], [1.73, -0.73, 0.35], [0.20, -0.14, -0.63], [2.02, -2.63, -0.79], [0.70, -2.16, -2.03], [-0.99, -2.25, -0.52], [-0.12, -3.97, -0.33], [-1.48, 0.70, 3.06], [-1.84, 2.23, 2.83], [-1.98, 1.46, 3.40], [1.83, 0.08, -4.56], [0.71, 1.07, -4.77], [1.10, 0.24, -5.15], [1.60, -0.96, 3.51], [0.68, -0.61, 2.34], [1.59, -0.44, 2.71], [1.71, -2.85, 1.71], [2.88, -2.15, 1.87], [2.67, -3.09, 1.66], [-1.97, -2.87, 2.78], [-1.35, -4.16, 2.59], [-2.24, -3.78, 2.55], [-3.51, -3.53, 0.61], [-3.85, -2.20, -0.16], [-3.93, -3.15, -0.18], [1.52, 1.51, 2.45], [1.41, 2.60, 1.40], [1.49, 2.51, 2.35], [0.06, 3.13, -3.26], [0.26, 4.47, -2.51], [-0.34, 4.00, -3.13], [-2.03, 2.22, -2.15], [-1.99, 3.74, -2.52], [-2.55, 2.94, -2.50], [-3.12, 0.50, 2.55], [-3.60, 1.19, 1.13], [-3.66, 0.40, 1.68], [1.63, 3.80, -1.18], [0.96, 4.98, -0.37], [1.40, 4.78, -1.20], [-0.23, -2.03, 1.54], [-1.22, -0.23, 1.51], [-0.92, -0.74, 2.27]], "mulliken_charge": [-0.5018, 0.7064, -0.6682, -0.7454, 0.0933, -0.6513, -0.8403, -0.5085, 0.3417, 0.4154, -0.2204, 0.5078, 0.4668, 0.4219, 0.2953, 0.2743, 0.5257, 0.2898, -0.7469, 0.3056, 0.4153, -0.6390, 0.3263, 0.4036, -0.7622, 0.4099, 0.3486, -0.6989, 0.3096, 0.3088, -0.6848, 0.3378, 0.3145, -0.6740, 0.3457, 0.3612, -0.7053, 0.2739, 0.5118, -0.7326, 0.2766, 0.3864, -0.6466, 0.3739, 0.2573, -0.6655, 0.5173, 0.2921, -0.7970, 0.3763, 0.2099, -1.1121]}

What is the formula in the first record?
C8H10O2S2